Formula: C26H32FIN7O4
Source: the Open Molecules 2025 dataset
Level of theory: ωB97M-V with the def2-TZVPD basis set

Last columns: bonded neighbours and bond lengths (Å).
Cartesian coordinates (Å):
1 H 1.47700 -1.28460 -6.77545  C25 1.077
2 C -2.25393 -0.43007 2.09036  I48 2.076, C53 1.376, C71 1.389
3 N -3.75607 -3.93337 -0.41216  O58 1.474, O64 1.148
4 C 1.02900 7.78784 5.96430  H20 1.077, C57 1.368, N60 1.370
5 C -1.08047 5.61448 2.45636  C27 1.368, H32 1.076, N55 1.367
6 H 1.56092 -5.47234 -3.31699  C18 1.073
7 H -0.54138 3.50845 2.50870  C27 1.075
8 C -1.35493 0.66463 0.14117  C46 1.493, C53 1.410, N67 1.320
9 C 0.98903 -8.68704 -2.80624  H28 1.077, C33 1.368, C51 1.422
10 H 1.20594 1.40779 -1.87751  C52 1.085
11 O 1.99755 -2.45456 -0.13874  C38 1.359, C44 1.421
12 H -3.85892 -1.11855 -1.96937  C31 1.083
13 H -4.80983 -1.77491 -0.61907  C31 1.089
14 H -0.73873 -2.60768 -5.92883  C49 1.077
15 C 2.77361 7.53561 4.58192  H41 1.076, N60 1.370, C68 1.368
16 H -0.12010 -5.99470 -1.53530  N26 1.002
17 C -2.24138 4.16346 1.19321  C27 1.425, C29 1.369, H30 1.078
18 C 1.27803 -6.47122 -3.04641  H6 1.073, N26 1.370, C51 1.368
19 C 2.37381 -2.12079 -4.97190  H24 1.076, C25 1.369, N43 1.369
20 H 0.00438 7.98052 6.23247  C4 1.077
21 H 2.13168 7.42153 7.80803  C57 1.077
22 H -0.52863 -8.44132 -1.19279  C33 1.076
23 N -2.95099 -0.90776 -0.09348  C31 1.489, N67 1.320, C71 1.327
24 H 3.39637 -1.78667 -4.93323  C19 1.076
25 C 1.38240 -1.88483 -5.88647  H1 1.077, C19 1.369, C49 1.422
26 N 0.35029 -6.70285 -2.06527  H16 1.002, C18 1.370, C33 1.370
27 C -1.17011 4.29040 2.12414  C5 1.368, H7 1.075, C17 1.425
28 H 1.07648 -9.75295 -2.93096  C9 1.077
29 C -2.76088 5.41486 0.99459  C17 1.369, H54 1.076, N55 1.365
30 H -2.59491 3.26040 0.72143  C17 1.078
31 C -3.81063 -1.67195 -1.03944  H12 1.083, H13 1.089, N23 1.489, O58 1.388
32 H -0.41066 6.12801 3.12389  C5 1.076
33 C 0.16667 -8.05205 -1.91644  C9 1.368, H22 1.076, N26 1.370
34 H -0.03394 -3.83968 -3.62286  C62 1.076
35 H -0.19125 2.44608 0.20043  C46 1.084
36 H 4.24642 7.11645 6.13271  C68 1.077
37 H 0.04094 -0.88247 -1.63913  C70 1.087
38 C 2.49475 -3.07625 0.96260  O11 1.359, O42 1.176, H66 1.096
39 H 1.76263 -0.78589 -1.76790  C70 1.089
40 H -0.90475 2.04156 -1.34655  C46 1.086
41 H 3.28325 7.50646 3.63426  C15 1.076
42 O 2.67358 -4.23875 0.96737  C38 1.176
43 N 1.85766 -2.92669 -3.99353  C19 1.369, H59 1.005, C62 1.369
44 C 1.16257 -1.34454 0.16251  O11 1.421, H63 1.096, H65 1.095, C70 1.526
45 H -3.74648 -1.89151 1.56277  C71 1.078
46 C -0.39724 1.62784 -0.47978  C8 1.493, H35 1.084, H40 1.086, C52 1.560
47 H 2.42653 -7.83564 -4.29909  C51 1.077
48 I -2.37286 -0.73642 4.13969  C2 2.076
49 C 0.22210 -2.57751 -5.44305  H14 1.077, C25 1.422, C62 1.369
50 F -0.58987 1.19780 2.29842  C53 1.311
51 C 1.69621 -7.68316 -3.52266  C9 1.422, C18 1.368, H47 1.077
52 C 0.95203 0.97644 -0.91491  H10 1.085, C46 1.560, H56 1.087, C70 1.530
53 C -1.39542 0.49356 1.54057  C2 1.376, C8 1.410, F50 1.311
54 H -3.57092 5.75580 0.37355  C29 1.076
55 N -2.05129 6.28667 1.76817  C5 1.367, C29 1.365, H61 1.004
56 H 1.73548 1.24436 -0.21124  C52 1.087
57 C 2.12306 7.50378 6.73443  C4 1.368, H21 1.077, C68 1.422
58 O -3.22337 -2.89881 -1.31630  N3 1.474, C31 1.388
59 H 2.36156 -3.25797 -3.18989  N43 1.005
60 N 1.43175 7.80189 4.65466  C4 1.370, C15 1.370, H69 1.002
61 H -2.22017 7.27465 1.82324  N55 1.004
62 C 0.54904 -3.21272 -4.27504  H34 1.076, N43 1.369, C49 1.369
63 H 0.21716 -1.70962 0.57971  C44 1.096
64 O -2.90171 -4.49306 0.11191  N3 1.148
65 H 1.59011 -0.68064 0.92090  C44 1.095
66 H 2.74796 -2.42727 1.80828  C38 1.096
67 N -2.12815 -0.04448 -0.65933  C8 1.320, N23 1.320
68 C 3.23074 7.34400 5.85681  C15 1.368, H36 1.077, C57 1.422
69 H 0.83730 7.98352 3.86913  N60 1.002
70 C 0.92826 -0.54044 -1.11337  H37 1.087, H39 1.089, C44 1.526, C52 1.530
71 C -3.05434 -1.14516 1.20794  C2 1.389, N23 1.327, H45 1.078

## Properties
maximum force: 1.2 eV/A
total charge: +1
HOMO energy: -0.357 hartree
E_LUMO: -5.0 eV
orbital gap: 4.72 eV